(1)
{
  "formula": "C16H23O2Os",
  "method": "ωB97M-V with the def2-TZVPD basis set",
  "symbols": ["Os", "C", "C", "C", "H", "C", "C", "H", "H", "H", "H", "C", "C", "C", "H", "C", "C", "H", "H", "H", "H", "O", "C", "C", "C", "C", "C", "H", "H", "H", "H", "H", "H", "H", "H", "H", "H", "C", "O", "H", "H", "H"],
  "positions_angstrom": [[0.57867, -0.28754, 0.01963], [0.91794, -1.86854, 1.44690], [-0.49832, -1.93312, 1.35945], [-0.87427, -2.16719, 0.02314], [-1.19108, -1.81500, 2.20542], [0.33034, -2.31473, -0.74381], [1.43156, -2.19888, 0.14746], [2.46183, -2.38836, -0.11242], [1.51003, -1.67219, 2.33740], [-1.88189, -2.21718, -0.36161], [0.39428, -2.57269, -1.80746], [1.80758, 1.35069, 0.84778], [2.58111, 0.23740, 0.45182], [2.41435, 0.05633, -0.95613], [3.21822, -0.35203, 1.11849], [1.54853, 1.07744, -1.41460], [1.15836, 1.86968, -0.30034], [0.43682, 2.68924, -0.33616], [1.73896, 1.75727, 1.86044], [2.87427, -0.70170, -1.59765], [1.30847, 1.27669, -2.45772], [-0.52844, 0.17904, -1.93385], [-0.92580, 0.37506, -3.80941], [-2.28281, 0.66227, -3.21089], [-0.45675, -0.97241, -4.18959], [-0.36751, 1.48166, -4.61215], [-1.77957, 0.89344, -1.79749], [-2.88461, -0.23718, -3.24134], [-2.80908, 1.51032, -3.65275], [-1.51970, 1.94693, -1.59561], [-2.39887, 0.48236, -0.95856], [-0.97767, -1.24984, -5.12220], [-0.62173, -1.74998, -3.43165], [0.61689, -0.93514, -4.42924], [-0.88100, 1.44763, -5.61231], [0.72008, 1.37462, -4.82388], [-0.55246, 2.49108, -4.17790], [-0.91110, 0.93640, 2.49551], [-0.91976, 0.67899, 1.10584], [-1.08587, 0.01178, 3.07656], [-1.73420, 1.64456, 2.67864], [0.04330, 1.38411, 2.83253]],
  "forces_ev_per_angstrom": [[-2.772, 0.756, -0.768], [0.480, -1.618, 0.898], [-1.223, -0.895, 0.619], [0.034, -1.253, 0.323], [0.450, 0.178, -0.663], [-0.565, -0.812, -0.556], [0.360, -1.996, 0.851], [-0.009, 0.111, 0.077], [-0.222, -0.257, -0.148], [0.087, 0.207, -0.002], [-0.027, 0.272, 0.638], [0.176, 0.501, 0.739], [3.493, 0.710, 0.590], [1.510, 0.144, -0.766], [-0.290, 0.253, -0.366], [1.068, 2.090, -0.921], [0.657, 1.645, -1.091], [0.310, -0.486, 0.107], [-0.012, -0.330, -0.508], [-0.108, 0.416, 0.349], [-0.050, -0.226, 0.577], [-2.386, 0.092, 3.379], [-0.640, 0.714, -2.563], [0.810, -0.354, -0.019], [-0.224, -0.035, -0.512], [0.173, 0.322, -0.575], [1.438, -0.985, 0.902], [-0.481, -0.208, -0.053], [-0.088, -0.039, -0.173], [-0.519, 0.054, 0.061], [0.382, 0.502, -0.599], [0.091, -0.485, -0.192], [-0.117, 0.339, -0.224], [-0.109, -0.114, 0.114], [0.320, 0.431, 0.028], [-0.497, 0.093, 0.171], [0.109, -0.578, -0.223], [-0.069, -0.224, -1.643], [-1.498, 0.965, 1.389], [0.041, 0.219, 0.190], [0.160, -0.064, 0.391], [-0.246, -0.055, 0.175]],
  "lumo_ev": [2.8012, 2.6485],
  "orbital_gap_ev": [3.4506, 6.4596],
  "homo_ev": [-0.65, -3.81],
  "charge": -1,
  "multiplicity": 5
}


(2)
{
  "formula": "C29H34N4OReSb",
  "method": "ωB97M-V with the def2-TZVPD basis set",
  "symbols": ["Re", "C", "C", "C", "C", "C", "C", "N", "Sb", "C", "C", "C", "C", "C", "C", "N", "C", "C", "C", "C", "C", "C", "N", "H", "H", "H", "H", "H", "H", "H", "H", "H", "H", "H", "H", "H", "H", "H", "H", "H", "H", "C", "C", "C", "C", "C", "C", "C", "C", "N", "H", "H", "H", "H", "H", "H", "H", "H", "H", "C", "C", "C", "O", "H", "H", "H", "H", "H", "H", "H"],
  "positions_angstrom": [[0.81677, -0.61685, -0.69332], [1.38594, -3.35457, 1.00568], [0.31515, -2.55010, 1.69400], [-0.43718, -3.06590, 2.71588], [-1.41730, -2.26744, 3.29932], [-1.57569, -0.96041, 2.89703], [-0.75367, -0.45766, 1.88340], [0.11748, -1.28782, 1.24133], [0.88742, 2.09854, 1.24021], [2.60255, 0.80213, 1.06002], [3.72207, 1.19687, 1.77819], [4.92912, 0.55657, 1.56815], [4.97526, -0.45613, 0.62744], [3.84295, -0.84364, -0.07465], [3.91662, -1.92441, -1.10602], [2.65045, -0.22485, 0.15830], [0.66821, 2.30508, -0.90108], [0.28101, 3.53536, -1.39764], [0.14691, 3.69590, -2.77300], [0.47960, 2.64592, -3.59981], [0.87946, 1.42479, -3.06449], [1.34344, 0.30211, -3.94847], [0.91512, 1.25044, -1.72758], [1.28828, -4.41463, 1.23835], [1.34036, -3.22710, -0.07790], [2.37352, -3.01738, 1.33983], [-0.27223, -4.08415, 3.03963], [-2.04236, -2.66672, 4.09009], [-2.30972, -0.31085, 3.35430], [3.64125, 2.01222, 2.49073], [5.82059, 0.85667, 2.10706], [5.90781, -0.96753, 0.41455], [4.91930, -1.96976, -1.53020], [3.69162, -2.90019, -0.66724], [3.19521, -1.75178, -1.89938], [0.07816, 4.35469, -0.71827], [-0.19486, 4.63562, -3.18884], [0.43571, 2.75301, -4.67722], [0.94963, 0.41497, -4.95761], [2.43727, 0.31988, -4.00914], [1.03420, -0.66011, -3.55728], [-2.76911, 0.90944, -0.57657], [-2.92874, 1.72658, 0.68227], [-4.02816, 2.55985, 0.85448], [-4.17401, 3.32411, 2.00587], [-3.23089, 3.23778, 3.01389], [-2.11975, 2.40581, 2.88946], [-1.16727, 2.29867, 4.06330], [-1.96483, 1.67217, 1.70109], [-0.78526, 0.85931, 1.45776], [-3.66491, 0.98346, -1.19602], [-2.59033, -0.14668, -0.36170], [-1.91561, 1.24742, -1.17102], [-4.77963, 2.60725, 0.07198], [-5.03328, 3.97650, 2.12094], [-3.35994, 3.80998, 3.92838], [-1.72855, 2.33503, 4.99840], [-0.45663, 3.12593, 4.08953], [-0.60215, 1.36798, 4.05897], [-1.63818, -3.21682, -1.33990], [-0.84905, -2.51157, -2.42628], [-1.66268, -2.34754, -3.68737], [-0.43475, -1.21334, -1.99601], [-1.95669, -4.20893, -1.67177], [-2.52940, -2.63282, -1.08686], [-1.03836, -3.33833, -0.43431], [0.03549, -3.10657, -2.65433], [-2.53636, -1.71792, -3.48443], [-2.00724, -3.31803, -4.05461], [-1.06918, -1.86951, -4.46944]],
  "forces_ev_per_angstrom": [[-0.330, -0.347, 0.017], [-0.046, 0.081, 0.209], [0.296, 0.040, -0.316], [-0.125, -0.150, 0.156], [-0.071, 0.047, 0.063], [-0.102, 0.039, -0.006], [0.154, 0.118, -0.431], [0.103, 0.459, 0.055], [-0.242, -0.124, -0.346], [0.068, -0.259, -0.136], [-0.239, 0.048, 0.079], [0.181, -0.034, 0.000], [0.126, -0.085, -0.041], [-0.219, 0.322, 0.201], [0.035, -0.045, 0.130], [0.778, 0.219, 0.250], [0.093, -0.070, -0.164], [0.080, -0.042, -0.061], [-0.025, 0.133, 0.056], [0.046, -0.059, -0.128], [0.119, -0.107, 0.026], [0.058, 0.156, -0.030], [-0.331, -0.187, 0.200], [-0.010, 0.055, -0.005], [-0.024, -0.018, -0.062], [-0.107, -0.019, -0.024], [-0.030, 0.031, 0.001], [0.041, 0.037, -0.045], [0.029, -0.037, -0.016], [0.012, -0.067, -0.069], [-0.081, -0.052, -0.039], [-0.075, 0.064, 0.019], [-0.026, -0.018, 0.029], [0.008, 0.050, -0.035], [-0.111, 0.055, -0.121], [-0.010, -0.034, -0.031], [0.029, -0.023, 0.020], [-0.012, -0.018, 0.082], [0.015, 0.035, 0.018], [-0.067, 0.030, 0.010], [0.009, -0.005, -0.023], [-0.036, 0.046, 0.046], [0.105, 0.000, -0.091], [-0.034, -0.003, -0.010], [-0.015, -0.023, -0.081], [-0.023, 0.020, 0.029], [0.076, -0.132, 0.055], [-0.095, -0.014, -0.139], [0.102, -0.159, 0.257], [-0.192, -0.112, 0.610], [0.067, 0.011, 0.055], [-0.013, 0.057, 0.019], [-0.043, -0.012, 0.047], [0.070, 0.005, 0.079], [0.079, -0.075, -0.017], [0.012, -0.062, -0.093], [0.007, -0.002, -0.055], [0.029, 0.038, -0.051], [0.039, -0.032, -0.037], [-0.097, 0.029, 0.164], [-0.096, 0.075, 0.238], [-0.192, 0.100, -0.203], [-0.123, 0.101, -0.252], [0.031, 0.098, 0.025], [0.066, -0.067, -0.013], [-0.081, -0.015, -0.045], [0.289, -0.065, -0.016], [0.098, -0.093, -0.040], [0.030, 0.095, 0.010], [-0.056, -0.027, 0.019]],
  "lumo_ev": [-3.0253, -3.1480],
  "orbital_gap_ev": [6.5804, 5.8796],
  "e_above_lowest_kcal_mol": 17.46,
  "homo_ev": [-9.61, -9.03],
  "charge": 1,
  "multiplicity": 2
}